Formula: C5H15N2
Source: the Open Molecules 2025 dataset
Level of theory: wB97M-V/def2-TZVPD

DFT total energy ... -308.75893 a.u.
LUMO energy ... -2.777 eV
Charge ... +1
M ... 103.189 u
Energy above the lowest of the compared OMol25 structures with the same formula, charge and spin ... 88.6 kJ/mol

CARTESIAN COORDINATES (ANGSTROEM)
C -0.38516 2.62133 -0.74400
C -0.45495 1.10994 -0.54868
C -0.01817 0.73674 0.90184
C -0.58852 -0.65771 1.24197
C 1.21970 -2.27141 0.54671
N -0.10865 -1.70227 0.25889
N 0.20262 0.25726 -1.56506
H -1.20601 3.15175 -0.28378
H -0.22996 2.74966 -1.83091
H 0.61341 2.99982 -0.46617
H -1.51614 0.83530 -0.63015
H -0.54866 1.47496 1.47430
H 1.06932 0.68983 0.96359
H -0.33790 -0.79390 2.29695
H -1.67729 -0.62862 1.32508
H 1.55037 -3.19230 0.08336
H 2.00285 -1.53377 0.66398
H 1.12375 -2.52453 1.62534
H -0.84131 -2.40309 0.16637
H -0.02285 -1.10191 -0.63205
H 1.11690 0.67419 -1.73440
H -0.31251 0.31754 -2.43803

Here are the Löwdin charges for atoms 1 to 2, given in e: atom 1 (C): -0.050, atom 2 (C): -0.442

Formula: C48H57Cl5FeN3O4P3Sb
Source: the Open Molecules 2025 dataset
Level of theory: wB97M-V/def2-TZVPD

DFT total energy ... -7157.25077 a.u.
LUMO energy (spin up / spin down) ... -2.478 / -3.831 eV
Expectation value of S² ... 6.086
Charge ... +1
M ... 1187.793 u
Spin multiplicity ... 5

CARTESIAN COORDINATES (ANGSTROEM)
Fe 0.58052 0.98067 0.62204
Cl -0.74058 -1.37443 2.51734
C 0.15872 -0.18753 3.36044
C 0.80842 0.76997 2.59294
C 1.57512 1.67487 3.32044
Cl 2.58172 2.74207 2.43944
C 1.61942 1.71027 4.71144
Cl 2.54152 2.89457 5.54874
C 0.91692 0.75027 5.43894
Cl 0.94422 0.76837 7.15664
C 0.20142 -0.22903 4.75254
Cl -0.62928 -1.45573 5.62324
C -0.79338 -1.10443 -1.13266
N -2.10148 -0.84103 -1.40926
C -2.85968 -0.16953 -0.38556
P -1.94778 1.01057 0.76404
C -2.54208 2.61377 0.11164
C -2.87568 3.63587 0.99594
C -3.25338 4.87767 0.52104
C -3.30168 5.11537 -0.84396
C -2.97978 4.10027 -1.73076
C -2.59118 2.85887 -1.25726
C -3.13568 0.86577 2.16454
C -2.68328 1.11517 3.45554
C -3.52678 0.97257 4.54344
C -4.84458 0.59467 4.35494
C -5.31838 0.39577 3.07014
C -4.47968 0.54397 1.98064
C -2.76088 -1.27013 -2.55446
C -4.14288 -1.08033 -2.73606
C -4.77008 -1.47513 -3.90086
C -4.06148 -2.08473 -4.92266
C -2.71048 -2.32803 -4.73676
C -2.07158 -1.93703 -3.58036
P 0.65312 1.33927 -1.60596
C 2.08952 2.32957 -2.08556
C 2.70352 3.12497 -1.10896
C 3.82862 3.86657 -1.39756
C 4.35602 3.86607 -2.68096
C 3.74332 3.10697 -3.66476
C 2.62772 2.34657 -3.37886
C 0.39582 0.46067 -3.18956
C 1.23912 -0.58133 -3.57326
C 1.10692 -1.16763 -4.81646
C 0.13562 -0.72263 -5.70066
C -0.70688 0.30857 -5.32646
C -0.57898 0.90017 -4.08126
H -0.30338 -1.86393 -1.70836
H -0.49718 -1.03163 -0.09516
H -3.32178 -0.92633 0.26684
H -3.64258 0.43617 -0.84786
H -2.84758 3.44997 2.05954
H -3.52618 5.65597 1.21814
H -3.59088 6.08717 -1.21536
H -3.04918 4.27507 -2.79536
H -2.33778 2.07197 -1.95686
H -1.65958 1.42397 3.60424
H -3.15248 1.15627 5.53844
H -5.50608 0.47307 5.19844
H -6.35078 0.12537 2.91004
H -4.89918 0.42057 0.99494
H -4.76118 -0.64183 -1.96866
H -5.83218 -1.30933 -4.00016
H -4.55268 -2.37503 -5.83636
H -2.14128 -2.82993 -5.50406
H -1.01888 -2.13783 -3.48796
H 2.29692 3.13217 -0.11046
H 4.30272 4.44047 -0.61596
H 5.23172 4.45167 -2.91426
H 4.14352 3.10077 -4.66646
H 2.17952 1.75787 -4.16396
H 1.99382 -0.92383 -2.88446
H 1.77322 -1.96553 -5.10696
H 0.04492 -1.16963 -6.67856
H -1.45738 0.66377 -6.01566
H -1.22848 1.72237 -3.81306
N 0.20752 5.31667 1.63624
C 0.15912 4.33207 0.71364
N 0.05362 4.70037 -0.57746
O 0.19032 3.14837 1.05694
H 0.32582 6.27667 1.37094
H 0.47122 5.05267 2.57014
H 0.01552 5.65687 -0.87616
H 0.01082 3.97217 -1.27376
C 5.09562 0.76197 0.37624
O 3.68902 0.88917 0.18604
P 2.51292 -0.15083 0.54464
O 2.53072 -1.24633 -0.64716
C 3.72842 -1.89523 -1.08956
O 3.20042 -1.10703 1.67134
C 3.62872 -0.65943 2.94814
H 5.41142 1.54887 1.06174
H 5.58452 0.90747 -0.58696
H 5.37032 -0.21093 0.78104
H 4.35892 -1.20173 -1.65196
H 3.42202 -2.71503 -1.73966
H 4.28862 -2.28963 -0.24266
H 3.92192 0.38797 2.93034
H 4.48352 -1.27143 3.23274
H 2.83172 -0.79483 3.67614
C 3.12582 -5.55163 0.00264
C 1.67852 -5.28233 -0.35646
Sb 0.73922 -3.66923 0.84294
C -1.25478 -4.55473 0.56094
C -2.35228 -3.90043 1.36894
C 1.01152 -4.55943 2.83434
C 2.04412 -3.82433 3.66254
H 3.55852 -6.27233 -0.69006
H 3.20132 -5.96053 1.00784
H 3.71422 -4.63793 -0.04626
H 1.07362 -6.17773 -0.21276
H 1.59132 -4.98383 -1.40246
H -1.16538 -5.60663 0.82514
H -1.48538 -4.49133 -0.50036
H -2.13178 -3.92723 2.43374
H -3.30078 -4.41483 1.21864
H -2.48218 -2.86083 1.07534
H 1.29212 -5.60243 2.69694
H 0.04142 -4.52213 3.32684
H 3.00712 -3.80123 3.15684
H 2.18282 -4.31073 4.62704
H 1.72862 -2.79903 3.84714

Here are the Löwdin charges for atoms 1 to 2, given in e: atom 1 (Fe): 0.103, atom 2 (Cl): 0.755

Formula: C13H19Cl10N2O
Source: the Open Molecules 2025 dataset
Level of theory: wB97M-V/def2-TZVPD

DFT total energy ... -5293.02662 a.u.
LUMO energy ... -5.174 eV
Charge ... +1
M ... 573.838 u

CARTESIAN COORDINATES (ANGSTROEM)
C 2.92407 -0.37399 0.81185
C 2.34139 -0.91823 -0.56701
O 1.76714 0.12027 -1.42206
C 0.70291 0.77867 -0.81930
C 0.80018 2.03986 0.00640
N -0.29073 2.66024 0.57784
N -1.57599 2.36570 0.52192
C -1.74491 1.21078 -0.21829
C -0.74756 0.31957 -0.90476
C -1.20724 -0.97686 -1.65755
Cl -1.62130 -1.03869 -3.42402
C -1.28195 -2.17024 -0.89440
C -0.95478 -2.12774 0.65411
Cl -1.74308 -3.74252 -1.64537
H 3.43953 0.64053 0.66929
H 3.64698 -1.14520 1.24381
H 2.05293 -0.19166 1.52684
H 1.58005 -1.75220 -0.44845
H 3.22064 -1.36568 -1.16738
H 1.83343 2.49273 0.15913
H -0.08804 3.50685 1.15280
H -2.83619 0.88120 -0.31930
H -1.39307 -1.22579 1.19963
H 0.14694 -2.16864 0.91240
H -1.45988 -3.04471 1.12061
C -1.14529 6.11002 -0.07974
Cl -0.18398 5.85352 1.38499
Cl -0.28149 5.55060 -1.51619
H -2.07884 5.55759 0.00926
H -1.35346 7.17305 -0.18268
C 0.50865 -5.72183 1.99438
Cl 1.69357 -4.53939 1.42180
Cl -1.08741 -4.98741 2.19744
H 0.43596 -6.52837 1.26770
H 0.83943 -6.11680 2.95269
C -3.91449 1.72109 3.18820
Cl -3.82796 -0.03881 3.02930
Cl -5.56581 2.30417 2.96025
H -3.57412 2.00243 4.18292
H -3.27297 2.17569 2.43627
C 2.94255 -0.97650 -4.41943
Cl 3.42151 -2.51650 -3.69233
Cl 4.03075 -0.52343 -5.73471
H 1.93229 -1.07154 -4.81302
H 2.96971 -0.20180 -3.65580

Here are the Löwdin charges for atoms 1 to 2, given in e: atom 1 (C): -0.066, atom 2 (C): -0.202

Formula: C8H32BrN16O8Y
Source: the Open Molecules 2025 dataset
Level of theory: wB97M-V/def2-TZVPD

DFT total energy ... -4414.40340 a.u.
LUMO energy ... -4.439 eV
Charge ... +2
M ... 649.258 u
Energy above the lowest of the compared OMol25 structures with the same formula, charge and spin ... 489.1 kJ/mol

CARTESIAN COORDINATES (ANGSTROEM)
Y -4.26439 30.80574 -7.31301
Br -4.45121 29.87230 -10.14168
C -7.15335 28.65449 -7.51161
O -6.28057 29.41350 -7.21678
N -7.47648 28.21379 -8.62326
N -7.89166 28.00257 -6.62224
H -8.02817 27.36791 -8.63803
H -6.85933 28.39071 -9.40296
H -8.48455 27.27318 -6.99178
H -7.83613 28.14313 -5.62361
C -2.15535 33.26492 -9.28868
O -2.85961 32.44259 -8.79938
N -1.83844 34.32921 -8.60619
N -1.59831 33.13777 -10.45456
H -2.32392 34.45323 -7.72925
H -1.22921 35.05982 -8.94555
H -1.81254 32.26441 -10.91440
H -0.77057 33.66077 -10.70238
C -0.82863 30.07568 -7.96146
O -1.84428 30.43592 -7.34353
N 0.37882 30.33370 -7.66443
N -0.89406 29.25598 -9.01785
H 0.60223 31.01016 -6.94849
H 1.08549 30.00950 -8.30911
H -0.03879 28.90136 -9.42142
H -1.75645 29.10267 -9.52074
C -3.27752 33.66843 -5.62254
O -3.39553 32.66957 -6.25277
N -4.19985 34.49864 -5.41262
N -2.13597 34.17823 -5.33674
H -5.14174 34.32529 -5.73339
H -4.09732 35.26016 -4.75712
H -2.01264 34.94372 -4.68950
H -1.34837 33.57806 -5.53570
C -2.84277 30.07621 -4.08471
O -3.37080 30.18857 -5.16467
N -3.22095 29.26147 -3.16992
N -1.74486 30.74329 -3.70621
H -2.68655 29.03250 -2.34402
H -4.05406 28.70396 -3.29319
H -1.39323 30.57101 -2.77521
H -1.10268 31.17622 -4.35451
C -6.60116 31.23503 -4.77363
O -5.79955 31.36973 -5.61859
N -7.36943 32.18447 -4.24303
N -6.82872 30.10393 -4.24339
H -8.10413 32.03323 -3.56668
H -7.22812 33.14485 -4.52197
H -7.27343 30.04897 -3.33822
H -6.22859 29.36450 -4.57984
C -3.58150 27.16719 -7.31198
O -3.65399 28.37885 -7.14774
N -3.02909 26.36991 -6.41246
N -3.76470 26.39834 -8.31929
H -2.84498 25.43332 -6.74261
H -2.59667 26.85164 -5.63719
H -4.00122 26.73325 -9.24232
H -3.45818 25.45059 -8.15217
C -6.26575 33.28696 -8.75092
O -5.62529 32.39112 -8.19848
N -6.48297 33.42547 -10.01712
N -7.07934 33.99003 -8.10810
H -5.92106 32.83890 -10.61737
H -7.27955 33.97719 -10.30198
H -7.35545 34.88134 -8.49468
H -6.98517 33.89023 -7.10747

Here are the Löwdin charges for atoms 1 to 2, given in e: atom 1 (Y): 1.463, atom 2 (Br): -0.078

Formula: C14H14Cl2N2O2
Source: the Open Molecules 2025 dataset
Level of theory: wB97M-V/def2-TZVPD

DFT total energy ... -1722.27073 a.u.
LUMO energy ... 0.510 eV
M ... 313.184 u
Energy above the lowest of the compared OMol25 structures with the same formula, charge and spin ... 0.0 kJ/mol

CARTESIAN COORDINATES (ANGSTROEM)
C 3.09415 0.77800 1.84234
C 3.23362 -0.14513 0.68567
N 4.29554 -0.89541 0.57513
O 4.18381 -1.61203 -0.57068
C 3.04442 -1.29010 -1.18953
C 2.36676 -0.35693 -0.43314
C 1.07442 0.25283 -0.79943
O 0.65361 0.26597 -1.94100
N 0.39173 0.80789 0.23144
H 0.71843 0.69435 1.17581
C -0.90288 1.42177 0.03978
C -2.02861 0.40775 0.05504
C -1.89221 -0.82314 0.68292
C -2.92060 -1.74727 0.70642
C -4.12105 -1.43825 0.08871
C -4.29383 -0.21977 -0.54689
C -3.24855 0.68881 -0.55644
Cl -3.49591 2.19685 -1.35839
H -5.22714 0.01958 -1.03064
Cl -5.41707 -2.57533 0.10613
H -2.79222 -2.69870 1.19703
H -0.95595 -1.07447 1.15759
C -1.12650 2.48206 1.11685
H -1.16369 2.01673 2.10033
H -2.06601 2.99768 0.94353
H -0.32053 3.21162 1.09779
H -0.88049 1.88915 -0.95205
C 2.70716 -1.94412 -2.47174
H 1.82306 -1.46896 -2.88695
H 3.54017 -1.84953 -3.16543
H 2.51855 -3.00543 -2.31437
H 2.76368 1.76078 1.51190
H 2.38368 0.38538 2.57076
H 4.06044 0.86738 2.33152

Here are the Löwdin charges for atoms 1 to 2, given in e: atom 1 (C): -0.025, atom 2 (C): -0.290